Molecular formula: C23H25IN3O3SZr
Method: DFT, ωB97M-V/def2-TZVPD

Output
* orbital gap: 7.199 eV
* HOMO: -11.2938 eV
* largest force on an atom: 0.020 Eh/bohr
* DFT total energy: -2024.2269 Ha
* total charge: +1
* ΔE to the lowest compared entry with this formula, charge and spin: 41.3 kJ/mol

CARTESIAN COORDINATES (ANGSTROEM)
Zr (0.481, 0.240, -0.336)
C (0.541, 0.587, 4.256)
C (-0.857, 0.551, 3.720)
N (-1.866, 0.705, 4.560)
C (-3.125, 0.692, 4.096)
C (-3.454, 0.566, 2.763)
C (-4.922, 0.575, 2.371)
O (-5.723, 1.306, 3.274)
C (-2.390, 0.406, 1.850)
C (-2.634, 0.428, 0.413)
N (-1.699, 0.326, -0.452)
C (-1.745, 0.494, -1.871)
C (-2.844, 0.892, -2.623)
C (-2.631, 1.073, -3.975)
C (-1.359, 0.874, -4.534)
C (-0.293, 0.489, -3.744)
C (-0.465, 0.284, -2.370)
I (0.466, 3.080, -0.222)
C (-1.091, 0.362, 2.354)
O (-0.026, 0.186, 1.543)
H (0.500, 0.660, 5.339)
H (1.084, 1.448, 3.860)
H (1.100, -0.307, 3.976)
H (-3.912, 0.809, 4.829)
H (-5.309, -0.444, 2.402)
H (-5.071, 0.931, 1.349)
H (-5.461, 2.233, 3.251)
H (-3.646, 0.596, 0.055)
H (-3.819, 1.067, -2.187)
H (-3.452, 1.380, -4.609)
H (-1.215, 1.036, -5.595)
H (0.679, 0.353, -4.206)
S (-0.985, -4.266, 0.382)
C (0.660, -4.258, 0.821)
C (1.220, -3.078, 0.478)
N (0.364, -2.186, -0.142)
C (-0.838, -2.716, -0.244)
H (1.130, -5.098, 1.304)
H (2.253, -2.819, 0.639)
H (-1.667, -2.209, -0.713)
C (5.127, -0.033, -1.312)
C (3.628, 0.235, -1.428)
C (2.908, -1.009, -1.950)
C (3.376, 1.396, -2.390)
C (3.064, 0.658, -0.045)
H (5.541, -0.272, -2.294)
H (5.336, -0.869, -0.641)
H (5.647, 0.847, -0.930)
H (3.294, -1.264, -2.937)
H (1.827, -0.862, -2.118)
H (3.056, -1.873, -1.300)
H (3.802, 1.146, -3.363)
H (3.846, 2.314, -2.032)
H (2.313, 1.612, -2.525)
H (3.097, 1.709, 0.227)
O (3.064, -0.847, 1.935)
C (3.094, -0.131, 1.041)